9 unconnected molecules or ions with the total composition C45H116N8O14, computed with ωB97M-V/def2-TZVPD.

Calculated values
molar mass = 993.465 Da
LUMO energy = 0.071 eV
E_HOMO = -8.09 eV
SMILES = COC[C@H](C)N.COC[C@H](C)N.COC[C@H](C)N.COCCNCCOC.COCCNCCOC.COCCNCCOC.COCCNCCOC.COCCNCCOC.CC(C)O

Geometry as ORCA input:
```
! RIJCOSX wB97M-V def2-TZVPD def2/J DEFGRID3
* xyz 0 1
C 1.345 6.221 1.238
O 1.157 6.558 2.567
C 2.414 6.553 3.229
C 2.303 7.365 4.524
C 0.947 7.339 5.273
N 2.432 8.814 4.135
H 1.827 5.252 1.106
H 1.987 6.957 0.753
H 0.382 6.099 0.743
H 2.933 5.621 3.455
H 3.215 7.034 2.667
H 3.129 7.205 5.216
H 1.022 7.801 6.257
H 0.606 6.317 5.439
H 0.066 7.690 4.735
H 1.831 9.022 3.351
H 2.040 9.295 4.932
C 8.803 -8.450 -1.153
O 7.522 -7.685 -1.388
C 6.679 -7.552 -0.255
C 5.229 -7.105 -0.604
C 5.051 -5.831 -1.465
N 4.516 -6.908 0.686
H 9.511 -8.256 -1.959
H 8.412 -9.467 -1.176
H 9.382 -8.206 -0.262
H 6.546 -8.480 0.302
H 7.316 -6.850 0.282
H 4.816 -7.906 -1.216
H 5.515 -5.975 -2.441
H 5.397 -4.947 -0.930
H 4.003 -5.567 -1.605
H 4.502 -7.686 1.329
H 4.783 -6.129 1.271
C -0.710 -5.087 -6.472
O -1.786 -4.102 -6.263
C -3.083 -4.710 -6.457
C -4.221 -3.717 -6.698
C -3.847 -2.355 -7.383
N -4.828 -3.367 -5.425
H 0.192 -4.829 -5.918
H -0.361 -5.077 -7.504
H -1.035 -6.124 -6.385
H -3.070 -5.273 -7.390
H -3.296 -5.496 -5.733
H -4.975 -4.321 -7.201
H -3.327 -1.714 -6.671
H -4.723 -1.795 -7.710
H -3.278 -2.539 -8.294
H -4.015 -3.051 -4.916
H -5.057 -4.061 -4.729
C -11.576 7.394 3.110
O -11.138 7.914 1.882
C -11.886 7.283 0.809
C -11.029 7.305 -0.483
N -9.839 6.506 -0.286
C -8.831 6.577 -1.334
C -7.470 5.877 -0.855
O -6.698 6.696 0.004
C -5.666 5.955 0.545
H -12.561 7.746 3.419
H -10.898 7.591 3.940
H -11.726 6.319 3.016
H -12.791 7.878 0.690
H -12.402 6.360 1.070
H -10.761 8.354 -0.609
H -11.468 6.974 -1.424
H -9.585 6.683 0.676
H -8.621 7.639 -1.454
H -9.244 6.087 -2.216
H -6.835 5.578 -1.689
H -7.605 4.878 -0.442
H -6.191 5.199 1.129
H -5.053 6.526 1.244
H -5.108 5.457 -0.248
C 1.206 -10.659 3.558
O -0.148 -10.628 3.220
C -1.135 -10.817 4.226
C -2.503 -10.128 3.741
N -2.906 -10.548 2.336
C -3.753 -9.518 1.603
C -3.350 -9.401 0.109
O -2.647 -8.213 -0.230
C -1.483 -7.763 0.544
H 1.949 -10.713 2.762
H 1.409 -11.421 4.310
H 1.491 -9.751 4.089
H -0.944 -10.533 5.261
H -1.159 -11.903 4.144
H -2.224 -9.075 3.792
H -3.324 -10.409 4.401
H -2.016 -10.829 1.952
H -3.641 -8.561 2.112
H -4.820 -9.714 1.706
H -4.368 -9.317 -0.271
H -2.987 -10.360 -0.258
H -1.732 -7.550 1.584
H -0.940 -6.942 0.075
H -0.800 -8.593 0.723
C -1.022 4.217 -6.073
O -1.763 5.357 -6.505
C -3.059 5.554 -5.811
C -4.062 6.603 -6.477
N -3.646 8.017 -6.312
C -2.479 8.543 -7.012
C -2.196 9.940 -6.401
O -1.808 9.664 -5.039
C -0.411 9.449 -4.888
H -1.615 3.320 -6.250
H -0.831 4.136 -5.003
H -0.049 4.148 -6.560
H -2.877 5.864 -4.782
H -3.440 4.542 -5.681
H -4.992 6.527 -5.913
H -4.294 6.348 -7.511
H -3.704 8.403 -5.381
H -2.733 8.553 -8.072
H -1.694 7.831 -6.760
H -3.055 10.609 -6.369
H -1.495 10.477 -7.041
H -0.226 9.137 -3.860
H 0.107 10.359 -5.191
H -0.196 8.665 -5.615
C 10.271 1.578 2.557
O 9.580 1.261 1.404
C 9.587 -0.096 1.244
C 8.922 -0.514 -0.111
N 7.430 -0.517 0.000
C 6.972 0.779 -0.434
C 5.716 0.610 -1.209
O 6.008 -0.207 -2.326
C 4.872 -0.468 -3.162
H 11.360 1.620 2.536
H 9.893 1.072 3.446
H 9.928 2.585 2.794
H 9.074 -0.628 2.045
H 10.629 -0.406 1.318
H 9.167 -1.536 -0.400
H 9.262 0.093 -0.951
H 7.050 -1.176 -0.664
H 7.697 1.353 -1.013
H 6.737 1.318 0.483
H 5.283 1.590 -1.412
H 4.951 0.177 -0.563
H 4.335 0.348 -3.647
H 4.067 -1.027 -2.684
H 5.258 -1.088 -3.971
C 5.867 1.759 6.409
O 4.542 1.186 6.277
C 4.605 0.002 5.468
C 3.247 -0.465 5.005
N 2.555 -1.120 6.125
C 1.150 -1.511 5.909
C 0.437 -2.262 7.033
O 0.596 -3.664 6.765
C 0.201 -4.540 7.828
H 6.368 1.935 5.457
H 6.553 1.221 7.063
H 5.691 2.739 6.851
H 5.161 -0.742 6.038
H 5.195 0.227 4.580
H 3.457 -1.128 4.166
H 2.622 0.338 4.615
H 2.728 -0.803 7.067
H 1.027 -2.153 5.037
H 0.614 -0.570 5.791
H -0.591 -1.902 6.987
H 0.885 -1.948 7.976
H 0.660 -5.519 7.688
H -0.884 -4.642 7.846
H 0.591 -4.204 8.789
C -1.808 -1.624 -1.607
C -1.014 -1.291 -0.424
C -0.976 0.086 -0.066
O -1.701 -1.945 0.648
H -2.796 -1.165 -1.647
H -1.896 -2.667 -1.911
H -1.383 -1.235 -2.533
H 0.001 -1.678 -0.520
H -0.297 0.689 -0.669
H -0.635 0.106 0.969
H -2.012 0.424 -0.062
H -1.657 -2.874 0.410
*
```

Atom charges from the Löwdin analysis, given in e for atoms 1 to 99:
1. C -0.135
2. O -0.163
3. C -0.218
4. C -0.369
5. C -0.083
6. N 0.007
7. H 0.086
8. H 0.090
9. H 0.091
10. H 0.121
11. H 0.115
12. H 0.129
13. H 0.073
14. H 0.068
15. H 0.076
16. H 0.062
17. H 0.049
18. C -0.047
19. O -0.226
20. C -0.228
21. C -0.391
22. C -0.064
23. N 0.021
24. H 0.076
25. H 0.082
26. H 0.076
27. H 0.112
28. H 0.122
29. H 0.132
30. H 0.074
31. H 0.069
32. H 0.068
33. H 0.057
34. H 0.067
35. C -0.081
36. O -0.190
37. C -0.218
38. C -0.412
39. C -0.041
40. N 0.007
41. H 0.081
42. H 0.075
43. H 0.079
44. H 0.109
45. H 0.122
46. H 0.129
47. H 0.073
48. H 0.070
49. H 0.073
50. H 0.058
51. H 0.067
52. C -0.135
53. O -0.182
54. C -0.197
55. C -0.207
56. N -0.103
57. C -0.156
58. C -0.207
59. O -0.190
60. C -0.138
61. H 0.083
62. H 0.088
63. H 0.080
64. H 0.113
65. H 0.112
66. H 0.110
67. H 0.117
68. H 0.104
69. H 0.111
70. H 0.114
71. H 0.106
72. H 0.110
73. H 0.085
74. H 0.094
75. H 0.087
76. C -0.122
77. O -0.224
78. C -0.189
79. C -0.165
80. N -0.057
81. C -0.182
82. C -0.213
83. O -0.190
84. C -0.063
85. H 0.087
86. H 0.083
87. H 0.080
88. H 0.117
89. H 0.117
90. H 0.096
91. H 0.105
92. H 0.072
93. H 0.095
94. H 0.102
95. H 0.107
96. H 0.118
97. H 0.065
98. H 0.084
99. H 0.076

***

15 unconnected molecules or ions with the total composition C45H117N9O42P6, computed with ωB97M-V/def2-TZVPD.

Calculated values
molar mass = 1642.296 Da
LUMO energy = -1.087 eV
E_HOMO = -10.46 eV

Geometry as ORCA input:
```
! RIJCOSX wB97M-V def2-TZVPD def2/J DEFGRID3
* xyz 0 1
C -4.891 4.800 3.784
C -3.742 5.183 2.950
O -2.815 5.722 3.853
P -1.425 6.297 3.364
O -0.529 6.594 4.491
O -1.848 7.489 2.341
C -1.786 8.842 2.778
C -3.266 9.317 3.218
O -0.862 5.197 2.319
C -0.412 3.928 2.754
C -0.268 3.270 1.475
H -5.678 4.400 3.145
H -4.639 4.051 4.534
H -5.321 5.620 4.359
H -3.247 4.332 2.481
H -4.092 5.843 2.156
H -1.032 9.124 3.514
H -1.576 9.428 1.883
H -3.324 10.371 3.489
H -3.948 9.151 2.384
H -3.617 8.671 4.023
H 0.608 3.955 3.136
H -1.094 3.455 3.459
H 0.539 3.592 0.815
H -0.203 2.189 1.600
H -1.209 3.323 0.928
C 0.509 -3.355 -2.020
C 0.631 -2.053 -2.707
O 0.790 -1.144 -1.593
P -0.448 -0.267 -0.921
O -1.816 -0.777 -1.222
O -0.003 -0.245 0.637
C -0.001 -1.499 1.297
C -0.359 -1.160 2.788
O -0.099 1.246 -1.403
C -0.596 1.662 -2.687
C -1.863 2.528 -2.521
H -0.427 -3.511 -1.483
H 0.517 -4.173 -2.740
H 1.396 -3.532 -1.412
H 1.509 -2.108 -3.351
H -0.224 -1.853 -3.352
H -0.792 -2.096 0.844
H 0.929 -2.032 1.098
H -0.012 -1.903 3.506
H 0.185 -0.262 3.083
H -1.397 -0.854 2.921
H 0.269 2.202 -3.073
H -0.871 0.831 -3.336
H -2.716 1.897 -2.269
H -1.726 3.284 -1.747
H -2.150 3.063 -3.426
C 3.063 0.954 -3.626
C 4.462 0.346 -3.617
O 4.581 -0.458 -2.511
P 5.144 -1.994 -2.587
O 4.411 -3.007 -3.405
O 6.677 -1.782 -2.974
C 7.535 -0.904 -2.153
C 8.337 -1.781 -1.171
O 5.253 -2.359 -1.055
C 4.120 -2.641 -0.312
C 3.768 -4.155 -0.409
H 2.617 0.988 -2.632
H 3.127 1.946 -4.075
H 2.507 0.275 -4.272
H 4.700 -0.086 -4.589
H 5.135 1.202 -3.579
H 8.291 -0.432 -2.780
H 7.012 -0.162 -1.550
H 9.038 -2.369 -1.762
H 8.986 -1.184 -0.530
H 7.691 -2.488 -0.651
H 4.200 -2.348 0.735
H 3.244 -2.083 -0.643
H 3.501 -4.405 -1.436
H 4.571 -4.736 0.044
H 2.901 -4.491 0.159
C 6.122 -7.683 -5.698
C 4.620 -7.450 -5.419
O 3.868 -8.322 -6.193
P 2.311 -7.997 -6.519
O 1.447 -9.126 -6.944
O 1.826 -7.276 -5.168
C 0.643 -7.781 -4.567
C -0.492 -6.750 -4.862
O 2.497 -6.830 -7.680
C 1.394 -6.038 -8.056
C 1.545 -5.850 -9.555
H 6.341 -8.745 -5.591
H 6.421 -7.433 -6.715
H 6.805 -7.168 -5.022
H 4.443 -7.573 -4.351
H 4.296 -6.435 -5.648
H 0.261 -8.753 -4.878
H 0.781 -7.774 -3.486
H -0.168 -5.757 -4.551
H -0.733 -6.725 -5.924
H -1.447 -6.956 -4.378
H 0.428 -6.540 -8.006
H 1.312 -5.171 -7.400
H 0.732 -5.288 -10.014
H 2.559 -5.478 -9.701
H 1.597 -6.853 -9.978
C 3.404 -2.538 8.814
C 2.820 -1.440 7.948
O 2.541 -0.396 8.858
P 2.521 1.084 8.248
O 3.811 1.760 7.980
O 1.524 1.914 9.268
C 2.088 2.356 10.481
C 0.897 2.995 11.230
O 1.507 0.874 6.951
C 1.365 1.937 5.998
C 2.339 1.765 4.809
H 3.610 -3.385 8.159
H 4.306 -2.165 9.299
H 2.645 -2.783 9.557
H 3.517 -1.209 7.142
H 1.925 -1.782 7.427
H 2.486 1.533 11.074
H 2.940 3.008 10.290
H 0.493 3.811 10.632
H 0.106 2.273 11.433
H 1.296 3.375 12.170
H 0.343 2.004 5.625
H 1.580 2.908 6.445
H 2.372 0.730 4.468
H 2.222 2.347 3.894
H 3.329 2.059 5.156
C -4.560 1.419 0.779
C -3.539 0.380 1.456
O -3.993 -0.292 2.630
P -3.946 0.491 4.095
O -3.144 1.770 4.096
O -5.539 0.630 4.478
C -6.153 1.417 5.452
C -6.486 0.714 6.757
O -3.368 -0.568 5.166
C -2.055 -0.458 5.747
C -2.172 0.102 7.139
H -5.436 0.864 0.444
H -4.962 2.179 1.448
H -4.061 1.948 -0.033
H -3.189 -0.439 0.828
H -2.613 0.910 1.678
H -5.548 2.308 5.622
H -7.025 1.934 5.053
H -7.368 0.074 6.752
H -5.586 0.284 7.195
H -6.749 1.466 7.501
H -1.730 -1.481 5.940
H -1.446 0.187 5.115
H -1.174 0.252 7.551
H -2.819 0.979 7.128
H -2.774 -0.565 7.756
C -1.950 -5.989 -0.529
N -2.771 -6.328 -1.733
O -2.868 -7.495 -2.074
O -3.302 -5.360 -2.315
H -2.480 -5.465 0.267
H -1.083 -5.407 -0.843
H -1.618 -6.931 -0.091
C -2.969 -1.430 -4.089
N -4.494 -1.563 -4.229
O -5.157 -1.430 -3.219
O -4.968 -1.699 -5.365
H -2.817 -0.355 -3.995
H -2.352 -1.859 -4.879
H -2.727 -1.963 -3.170
C 0.608 3.039 -6.406
N 1.475 4.086 -5.733
O 1.215 4.549 -4.652
O 2.428 4.597 -6.313
H -0.462 3.240 -6.354
H 0.816 2.111 -5.873
H 0.931 2.957 -7.444
C -1.500 7.352 -1.219
N -2.285 6.106 -1.168
O -2.947 5.765 -0.197
O -2.573 5.578 -2.224
H -0.593 7.291 -1.822
H -1.178 7.478 -0.185
H -2.168 8.097 -1.651
C -5.554 1.807 -3.273
N -6.404 2.649 -2.367
O -7.087 2.195 -1.475
O -6.214 3.864 -2.566
H -4.745 2.431 -3.654
H -6.211 1.494 -4.084
H -5.270 0.918 -2.709
C 0.439 -5.452 4.120
N 0.514 -4.751 2.855
O -0.350 -5.026 1.974
O 1.523 -4.084 2.589
H 1.157 -5.048 4.834
H 0.628 -6.486 3.833
H -0.594 -5.430 4.469
C 3.000 1.275 -0.002
N 3.623 1.024 1.303
O 3.230 0.048 1.956
O 4.478 1.831 1.677
H 3.115 0.338 -0.546
H 3.773 1.892 -0.461
H 1.958 1.571 0.119
C -0.864 -0.166 -6.837
N -0.052 -1.410 -6.844
O 0.539 -1.723 -7.889
O -0.026 -2.068 -5.813
H -0.804 0.324 -5.865
H -1.903 -0.455 -6.994
H -0.541 0.482 -7.653
C -1.810 5.690 -5.408
N -0.948 6.807 -4.983
O 0.105 6.930 -5.552
O -1.279 7.623 -4.188
H -1.516 5.396 -6.416
H -2.836 6.054 -5.463
H -1.667 4.818 -4.770
*
```

Atom charges from the Löwdin analysis, given in e for atoms 1 to 99:
1. C -0.075
2. C -0.302
3. O -0.163
4. P 0.450
5. O -0.224
6. O -0.208
7. C -0.239
8. C -0.047
9. O -0.195
10. C -0.283
11. C -0.093
12. H 0.086
13. H 0.057
14. H 0.086
15. H 0.108
16. H 0.115
17. H 0.110
18. H 0.101
19. H 0.066
20. H 0.065
21. H 0.063
22. H 0.116
23. H 0.119
24. H 0.092
25. H 0.065
26. H 0.077
27. C -0.065
28. C -0.252
29. O -0.209
30. P 0.534
31. O -0.232
32. O -0.211
33. C -0.242
34. C -0.021
35. O -0.203
36. C -0.241
37. C -0.044
38. H 0.069
39. H 0.079
40. H 0.064
41. H 0.113
42. H 0.083
43. H 0.103
44. H 0.101
45. H 0.067
46. H 0.068
47. H 0.054
48. H 0.105
49. H 0.086
50. H 0.058
51. H 0.065
52. H 0.055
53. C -0.050
54. C -0.309
55. O -0.192
56. P 0.466
57. O -0.230
58. O -0.173
59. C -0.220
60. C -0.074
61. O -0.166
62. C -0.273
63. C -0.058
64. H 0.055
65. H 0.075
66. H 0.072
67. H 0.129
68. H 0.119
69. H 0.117
70. H 0.112
71. H 0.074
72. H 0.080
73. H 0.069
74. H 0.119
75. H 0.091
76. H 0.061
77. H 0.080
78. H 0.054
79. C -0.058
80. C -0.305
81. O -0.173
82. P 0.514
83. O -0.234
84. O -0.182
85. C -0.253
86. C -0.055
87. O -0.190
88. C -0.311
89. C -0.067
90. H 0.073
91. H 0.073
92. H 0.072
93. H 0.115
94. H 0.112
95. H 0.112
96. H 0.113
97. H 0.059
98. H 0.064
99. H 0.059

***

Record-wise maximum force values, in Eh/bohr: 0.067; 0.078
Record-wise ΔE to the lowest compared entry with this formula, charge and spin values, in kJ/mol: 757.75; 518.23